[1]
Molecular formula: C16H34O3P2SSn
Method: DFT, ωB97M-V/def2-TZVPD

Atoms and positions in Å:
P 0.1067 -1.6710 -2.9790
P 0.1049 1.4515 -2.8565
C -0.2489 -0.7625 -4.5777
C 0.3188 0.6548 -4.5542
H -1.3418 -0.7556 -4.7096
H 0.1843 -1.3554 -5.4013
H 1.3956 0.6562 -4.7839
H -0.1803 1.2903 -5.3064
C -1.5410 2.1851 -3.2850
H -1.8144 2.9325 -2.5326
H -2.3132 1.4050 -3.3110
H -1.4929 2.6695 -4.2699
C 1.1782 2.8746 -3.2487
H 0.8755 3.3549 -4.1838
H 2.2133 2.5354 -3.3475
H 1.1271 3.6050 -2.4396
C -1.0018 -3.0640 -3.3425
H -0.8870 -3.8352 -2.5792
H -0.7660 -3.4846 -4.3244
H -2.0394 -2.7181 -3.3437
C 1.7101 -2.3716 -3.5433
H 2.4807 -1.5908 -3.5728
H 1.5809 -2.7907 -4.5499
H 2.0237 -3.1655 -2.8573
Sn 1.9540 -0.3770 4.5762
C 0.5035 1.2423 1.3287
C -0.8259 1.1811 1.2461
C -1.6116 0.4373 0.2185
C -2.0112 -0.9845 0.6677
C -0.9113 -1.9484 1.0322
C 0.4202 -1.8446 0.8451
C 1.1312 -0.8646 -0.0403
C 1.5446 0.5161 0.5322
C 0.3757 -1.9377 4.8565
H 0.8890 1.9676 2.0544
H -1.4176 1.6215 2.0575
H -1.0685 0.4689 -0.7370
H -2.5493 0.9998 0.0761
H -2.6624 -0.8535 1.5523
H -2.6213 -1.4751 -0.1135
H -1.2953 -2.8438 1.5490
H 1.1071 -2.5982 1.2775
H 0.4693 -0.7216 -0.9205
H 2.0666 -1.3476 -0.3775
H 2.4111 0.3955 1.2036
H 1.9199 1.1328 -0.3107
H 0.7032 -2.5160 5.7452
H 0.2859 -2.5924 3.9787
H -0.6214 -1.5086 5.0289
C -0.0408 2.9642 6.7025
S -0.0308 1.1789 6.4618
O 1.4997 0.8968 6.2170
O -0.4278 0.5583 7.7032
O -0.7429 0.8483 5.2269
H 0.5552 3.2057 7.5931
H -1.0598 3.3372 6.8681
H 0.3887 3.4115 5.8000

frontier orbital gap: 7.20 eV
energy above the lowest of the compared OMol25 structures with the same formula, charge and spin: 16.7 kJ/mol
net charge: 0
E_HOMO: -0.292 hartree

Listed below, in e, are the natural (NBO) charges computed for each atom: P 0.8376; P 0.8052; C -0.7030; C -0.6944; H 0.2190; H 0.2132; H 0.2169; H 0.2151; C -0.9333; H 0.2314; H 0.2310; H 0.2134; C -0.9459; H 0.2150; H 0.2306; H 0.2316; C -0.9468; H 0.2339; H 0.2116; H 0.2321; C -0.9387; H 0.2319; H 0.2143; H 0.2324; Sn 1.2936; C -0.2104; C -0.1677; C -0.4606; C -0.4390; C -0.1743; C -0.2061; C -0.5030; C -0.4440; C -1.2084; H 0.1962; H 0.2071; H 0.2241; H 0.2123; H 0.2168; H 0.2156; H 0.2013; H 0.1947; H 0.2598; H 0.2050; H 0.2016; H 0.2225; H 0.2230; H 0.2251; H 0.2594; C -0.8751; S 2.3599; O -1.1028; O -0.9384; O -0.9798; H 0.2491; H 0.2491; H 0.2393



[2]
Molecular formula: C8H14ClN2O
Method: DFT, ωB97M-V/def2-TZVPD

Atoms and positions in Å:
C 2.0100 -0.1191 1.0940
C 1.1896 -1.0726 0.9353
C 1.8528 1.2787 0.7363
C 0.7006 1.6604 -0.2430
C 0.1783 0.5029 -1.0772
C -0.3563 -0.5702 -0.0904
C -0.9449 0.9213 -2.0119
C -1.8479 -0.8379 1.7327
N 2.8170 1.9559 1.1862
N -0.8620 -1.8505 -0.8734
O -1.3357 -0.0584 0.6376
Cl 1.2332 -2.7583 1.4537
H 2.9103 -0.3107 1.5388
H -0.1037 2.0176 0.3325
H 1.1122 2.4167 -0.7908
H 0.9904 0.0759 -1.5510
H -1.9110 0.8552 -1.4994
H -1.1295 0.4273 -2.9440
H -0.7531 1.9800 -2.1860
H -2.8439 -0.4081 2.0752
H -1.0648 -0.8105 2.4356
H -1.9115 -1.9242 1.4146
H 2.7553 2.9769 0.9163
H -1.8214 -1.6580 -1.4273
H -0.7815 -2.5937 -0.2082
H -0.0824 -2.0967 -1.5862

frontier orbital gap: 9.86 eV
energy above the lowest of the compared OMol25 structures with the same formula, charge and spin: 320.5 kJ/mol
net charge: +1
E_HOMO: -0.492 hartree

Listed below, in e, are the natural (NBO) charges computed for each atom: C -0.3124; C -0.0024; C 0.2748; C -0.4577; C -0.2732; C 0.5104; C -0.6436; C -0.2503; N -0.5373; N -0.7902; O -0.5442; Cl 0.0264; H 0.2597; H 0.2422; H 0.2390; H 0.2178; H 0.2205; H 0.2276; H 0.2485; H 0.2431; H 0.2047; H 0.1581; H 0.3492; H 0.4801; H 0.4522; H 0.4572



[3]
Molecular formula: C34H39AsN4OPtTe
Method: DFT, ωB97M-V/def2-TZVPD

Atoms and positions in Å:
Pt -0.0390 1.8440 -0.5626
C 1.4471 -3.1134 -4.1006
C 1.5572 -3.0076 -2.7207
C 0.8058 -2.0646 -2.0395
C -0.0613 -1.2314 -2.7404
C -0.1813 -1.3426 -4.1210
C 0.5802 -2.2860 -4.7973
As -1.1578 0.0067 -1.7565
C -2.6812 0.3709 -2.8476
C -2.7612 1.1477 -3.9923
C -3.9857 1.2713 -4.6338
C -5.1079 0.6336 -4.1166
C -5.0253 -0.1405 -2.9682
C -3.8021 -0.2861 -2.3229
C -3.5590 -1.0891 -1.1007
C -4.4993 -1.8790 -0.4488
C -4.1295 -2.6027 0.6744
C -2.8289 -2.5547 1.1624
C -1.8761 -1.7739 0.5232
C -2.2507 -1.0535 -0.5996
H 2.0303 -3.8523 -4.6319
H 2.2184 -3.6696 -2.1782
H 0.8721 -2.0101 -0.9588
H -0.8691 -0.7146 -4.6720
H 0.4860 -2.3808 -5.8700
H -1.8852 1.6454 -4.3933
H -4.0694 1.8634 -5.5346
H -6.0596 0.7372 -4.6190
H -5.9116 -0.6294 -2.5889
H -5.5143 -1.9432 -0.8148
H -4.8641 -3.2199 1.1722
H -2.5597 -3.1282 2.0384
H -0.8631 -1.7362 0.9066
C -3.1868 3.5494 -1.8986
Te -1.9683 3.5612 -0.1743
C -0.8487 5.2773 -0.7173
H -3.8432 4.4140 -1.8425
H -3.7693 2.6330 -1.8951
H -2.5544 3.5957 -2.7795
H -0.5794 5.2192 -1.7686
H 0.0363 5.3367 -0.0900
H -1.4921 6.1337 -0.5313
C 1.5140 -2.8542 3.8488
C 2.5603 -1.9385 3.2287
N 3.0355 -0.8679 4.0987
C 4.3078 -1.0649 4.8007
C 4.2447 -2.1444 5.8673
C 2.3318 0.2581 4.3516
O 2.6624 1.1281 5.1333
C 1.0331 0.4685 3.6004
C -0.1876 0.3642 4.2532
C -1.3437 0.6812 3.5633
C -1.2477 1.1064 2.2521
N -0.0746 1.2379 1.6202
C 1.0435 0.9307 2.2956
H 1.2699 -3.6642 3.1612
H 0.5955 -2.3135 4.0725
H 1.8738 -3.2960 4.7751
H 2.1709 -1.5096 2.3009
H 3.4416 -2.5182 2.9488
H 4.5716 -0.1061 5.2419
H 5.0638 -1.3077 4.0491
H 3.4522 -1.9345 6.5845
H 5.1877 -2.1755 6.4101
H 4.0813 -3.1346 5.4437
H -0.2229 0.0492 5.2879
H -2.3155 0.6057 4.0285
H -2.1385 1.3317 1.6811
H 1.9812 1.0913 1.7777
C 2.3131 3.2588 -2.4013
C 2.6939 2.0001 -1.7138
N 1.9142 1.2353 -0.9587
C 2.6796 0.1628 -0.5405
C 3.9306 0.2946 -1.0393
N 3.9178 1.4553 -1.7731
H 1.2286 3.3895 -2.3621
H 2.6101 3.2311 -3.4493
H 2.7849 4.1218 -1.9306
H 2.2810 -0.6260 0.0676
H 4.8067 -0.3194 -0.9459
H 4.6987 1.8422 -2.2796

frontier orbital gap (alpha / beta): 6.48 / 6.46 eV
energy above the lowest of the compared OMol25 structures with the same formula, charge and spin: 248.7 kJ/mol
net charge: +2
E_HOMO (alpha / beta): -0.497 / -0.500 hartree

Listed below, in e, are the Löwdin charges computed for each atom: Pt 0.5896; C -0.0530; C -0.0601; C -0.1262; C -0.3574; C -0.0821; C -0.0534; As 1.2525; C -0.3484; C -0.1271; C -0.0568; C -0.0375; C 0.0029; C -0.1875; C -0.1795; C 0.0035; C -0.0387; C -0.0558; C -0.0955; C -0.3011; H 0.1172; H 0.1144; H 0.0821; H 0.0956; H 0.1172; H 0.1152; H 0.1179; H 0.1198; H 0.1181; H 0.1184; H 0.1194; H 0.1138; H 0.0976; C -0.3847; Te 1.3264; C -0.3786; H 0.0282; H 0.0014; H 0.0162; H 0.0144; H 0.0155; H 0.0235; C -0.0519; C -0.1988; N -0.0512; C -0.1856; C -0.0647; C -0.4302; O 0.1029; C -0.1032; C 0.0301; C -0.0091; C -0.1895; N -0.0908; C -0.0784; H 0.0818; H 0.0616; H 0.0733; H 0.0875; H 0.1266; H 0.1189; H 0.1232; H 0.0869; H 0.0840; H 0.0685; H 0.1438; H 0.1248; H 0.0537; H 0.1132; C 0.0126; C -0.3601; N -0.0999; C -0.1382; C -0.0297; N 0.1386; H 0.0454; H 0.1008; H 0.1018; H 0.0886; H 0.1326; H 0.1824



[4]
Molecular formula: C3H4ClFN2
Method: DFT, ωB97M-V/def2-TZVPD

Atoms and positions in Å:
H -4.1142 0.5180 -0.2521
N -3.0872 0.6022 -0.1417
C -2.5564 -0.5505 0.0614
N -1.1567 -0.6954 0.0891
C -0.3409 0.4403 0.0310
C 1.0036 0.5006 0.0158
F 1.7008 1.6256 0.0860
Cl 2.0291 -0.8896 -0.0793
H -3.0823 -1.4993 0.2739
H -0.7591 -1.6214 0.3943
H -0.7776 1.4053 -0.1231

SMILES: [H]/N=C/N/C=C(/F)Cl
frontier orbital gap: 9.12 eV
energy above the lowest of the compared OMol25 structures with the same formula, charge and spin: 34.4 kJ/mol
net charge: 0
E_HOMO: -0.311 hartree

Listed below, in e, are the natural (NBO) charges computed for each atom: H 0.3537; N -0.7127; C 0.2804; N -0.6136; C -0.1184; C 0.2985; F -0.3025; Cl -0.0240; H 0.1644; H 0.4192; H 0.2550